Entry from OMol25: a 3-piece molecular cluster, C36H62BrI2N6O7P3 overall (ωB97M-V/def2-TZVPD).

Geometry (Å):
I1 -0.05 3.93 -0.53
I2 -7.95 2.98 -1.81
Br1 -4.45 2.29 -2.56
P1 3.96 4.16 -3.49
P2 -0.48 -6.63 5.86
P3 0.96 -1.97 0.76
O1 -1.52 2.51 -2.93
O2 2.22 -1.20 1.07
O3 3.53 4.01 -1.93
O4 5.19 3.17 -3.82
O5 -0.86 5.17 -6.98
O6 -0.37 -5.49 4.89
O7 2.79 3.74 -4.29
N1 -1.88 -6.06 6.70
N2 0.09 -0.63 0.10
N3 -0.52 -8.20 6.65
N4 1.61 -2.95 -0.51
N5 -0.54 -2.89 0.83
N6 0.95 -6.24 6.76
C1 4.57 4.32 -0.99
C2 5.38 1.28 -2.19
C3 1.93 -5.39 6.10
C4 -2.89 3.86 -4.38
C5 -4.16 3.40 -4.09
C6 -6.99 5.46 -3.35
C7 1.13 5.92 -2.47
C8 4.01 4.00 0.41
C9 4.37 5.88 -3.99
C10 -0.35 -4.19 1.53
C11 -0.43 -0.61 -1.26
C12 -1.59 -9.07 6.08
C13 -6.68 3.24 -4.69
C14 -7.53 4.05 -3.66
C15 -5.00 4.51 -6.01
C16 -1.67 3.56 -3.52
C17 0.56 0.70 0.45
C18 -1.64 -2.22 1.57
C19 4.89 1.78 -3.57
C20 -1.24 5.09 -5.83
C21 2.52 7.66 -3.63
C22 0.72 -9.00 6.53
C23 3.81 6.99 -3.06
C24 1.39 6.64 -3.62
C25 -0.61 4.64 -3.49
C26 0.94 -5.94 8.18
C27 -3.07 -5.88 5.87
C28 -2.65 4.64 -5.52
C29 0.16 4.94 -2.37
C30 0.89 -3.57 -1.60
C31 -3.73 4.97 -6.30
C32 -5.25 3.72 -4.90
C33 0.59 6.37 -4.73
C34 -2.28 -6.36 8.07
C35 2.74 -3.80 -0.11
C36 -0.37 5.39 -4.64
H1 -1.29 -4.73 1.60
H2 1.02 -9.13 5.48
H3 -1.47 -6.24 8.78
H4 -2.69 -7.38 8.19
H5 2.72 8.03 -4.64
H6 2.07 -5.69 5.06
H7 -0.24 1.44 0.28
H8 -1.04 0.28 -1.42
H9 0.05 -4.06 2.53
H10 -7.56 5.83 -2.48
H11 -5.95 5.45 -3.02
H12 -1.58 -10.05 6.55
H13 5.79 0.27 -2.34
H14 0.81 0.76 1.51
H15 0.78 6.93 -5.64
H16 0.23 -2.88 -2.12
H17 -3.56 -6.83 5.65
H18 3.26 4.78 0.63
H19 5.50 3.76 -1.15
H20 0.33 -4.85 0.98
H21 -6.63 2.20 -4.32
H22 -5.78 4.82 -6.70
H23 0.58 -9.99 6.97
H24 2.41 -4.69 0.44
H25 6.20 1.89 -1.80
H26 3.30 -4.13 -0.99
H27 4.79 3.94 1.17
H28 3.62 6.68 -2.04
H29 -2.58 -8.66 6.26
H30 -7.21 3.18 -5.65
H31 0.51 -6.76 8.76
H32 1.60 -3.90 -2.37
H33 1.96 -5.85 8.56
H34 5.45 1.21 -4.33
H35 -2.50 -2.89 1.64
H36 3.43 3.07 0.33
H37 0.38 -0.59 -2.01
H38 -3.05 -5.66 8.39
H39 4.01 6.01 -5.01
H40 -8.53 4.17 -4.11
H41 -1.10 -1.45 -1.45
H42 4.57 7.78 -3.03
H43 0.41 -5.01 8.40
H44 5.47 5.94 -4.04
H45 4.56 1.20 -1.46
H46 0.30 -4.45 -1.30
H47 -2.82 -5.41 4.92
H48 1.64 -4.33 6.12
H49 -1.99 -1.33 1.06
H50 4.84 5.39 -0.98
H51 1.43 1.00 -0.13
H52 -3.79 -5.23 6.36
H53 2.91 -5.49 6.59
H54 -7.19 6.18 -4.15
H55 3.83 1.54 -3.66
H56 -1.47 -9.20 5.00
H57 2.27 8.47 -2.93
H58 -1.34 -1.94 2.58
H59 -3.54 5.60 -7.17
H60 1.55 -8.55 7.07
H61 3.44 -3.26 0.52
H62 1.73 6.10 -1.57

The calculation puts the maximum force at 0.148 hartree/bohr. As for the molar mass: 1117.6 g mol⁻¹. The gap between HOMO and LUMO is 7.4 eV. For the total energy, the calculation gives -175720.628 eV. The calculation puts the LUMO energy at -0.46 eV. As for the SMILES: CCOP(=O)(CCCc1cc(I)c2c(c1)C(=O)c1ccc(C[C@H](C)I)c(Br)c1C2=O)OCC.CN(C)P(=O)(N(C)C)N(C)C.CN(C)P(=O)(N(C)C)N(C)C. Its HOMO energy is -0.288 hartree.

Atomic partial charges in e from the Mulliken method, atoms 1 to 4: 0.249, 0.064, -0.152, 0.517